The following is a DFT calculation (ωB97M-V with the def2-TZVPD basis set) of C17H34I2N3O2 as an isolated structure at a distorted geometry.

The total charge is +1. Its largest force on an atom is 2.9 eV/Å. As for the total energy: -1577.9594 hartree. The molar mass is 566.29 g/mol.

XYZ file:
```
58
Properties=species:S:1:pos:R:3:forces:R:3
C 0.020 1.363 1.210 0.03 -0.48 0.14
C 1.038 1.857 -4.065 0.26 0.02 0.04
H 1.074 4.030 -3.833 0.01 -0.02 0.03
H 1.058 1.616 -5.127 -0.05 -0.11 0.03
H -2.307 0.543 2.149 -0.33 -0.04 0.34
H -0.661 2.640 3.443 -0.03 0.12 0.27
C 3.277 -2.025 0.287 -0.21 -0.54 -0.42
O 2.608 -1.471 1.410 0.05 0.28 0.32
H 3.596 0.083 2.339 0.05 0.00 0.03
H 0.604 0.001 2.727 0.01 -0.09 0.04
H -0.430 3.376 -4.486 0.03 0.02 -0.01
H -0.019 -1.046 -1.641 0.11 -0.07 0.11
H 2.808 -1.653 -0.628 -0.02 0.00 0.01
H -1.712 -0.393 3.578 -0.47 -0.19 -0.07
H -4.968 0.739 -1.698 0.03 0.19 -0.10
H -1.644 1.415 -2.864 -0.05 0.11 0.06
H 4.909 -0.667 -0.064 0.01 -0.01 0.00
H 0.161 -2.592 -0.784 0.43 0.33 -0.22
C -0.630 1.512 -2.455 -0.15 0.04 -0.39
H -1.572 -2.272 2.106 -0.50 -0.08 -0.37
O 0.267 0.869 -3.365 -0.09 -0.21 0.26
C -0.111 1.739 3.714 -0.19 -0.42 -0.37
H -0.487 1.318 4.645 -0.12 0.13 0.05
H 0.211 0.550 0.507 -0.04 0.19 -0.31
C 3.593 -1.012 2.355 0.04 0.16 0.00
H 0.938 1.977 3.873 0.03 0.27 -0.02
H -0.295 -1.362 1.345 -0.02 -0.13 -0.37
C -4.056 0.386 -1.230 -0.63 -0.38 0.14
C 4.930 -1.582 1.894 -0.06 -0.14 0.06
C -4.443 -0.626 -0.175 -0.73 0.24 0.09
N -2.635 -2.533 -1.477 0.62 0.10 -0.67
H -0.874 1.914 0.910 0.05 0.13 -0.12
H 5.780 -0.977 2.204 -0.03 0.03 0.00
C -1.519 -0.094 2.552 0.93 -0.27 -0.49
N -0.400 -1.822 -1.116 -0.38 -0.60 1.02
N -2.164 -1.159 0.347 -0.42 -2.75 0.94
H 0.887 2.020 1.174 0.00 0.08 0.13
H -2.924 -1.917 -2.246 -0.69 -0.25 0.19
H 2.062 1.825 -3.682 0.01 0.04 -0.03
H -0.602 1.007 -1.486 0.07 0.05 0.01
H 3.317 -1.343 3.357 -0.09 -0.03 -0.04
H -1.014 3.642 -2.131 0.00 -0.01 -0.01
H -3.490 -0.096 -2.027 0.29 0.31 0.00
H 5.063 -2.588 2.297 0.02 0.02 0.02
C -1.727 -1.820 -0.705 0.28 0.49 -0.90
I -4.285 -2.689 2.022 0.54 0.12 -0.24
C 4.743 -1.651 0.381 0.04 0.31 0.12
H 0.588 3.087 -1.631 -0.03 -0.01 0.02
C -3.592 -1.325 0.568 -0.60 0.47 0.34
C -0.196 2.968 -2.382 0.09 0.03 0.22
C -1.350 -1.335 1.607 1.05 2.40 0.81
I -6.538 -0.888 0.038 0.58 0.22 -0.21
C -0.208 0.720 2.576 0.26 0.02 -0.02
H -2.058 -3.226 -1.957 -0.10 0.09 -0.17
C 0.379 3.195 -3.776 -0.21 -0.02 -0.11
H 3.148 -3.113 0.333 0.08 -0.02 -0.16
H 5.400 -2.361 -0.116 -0.04 -0.04 0.03
H -3.549 1.247 -0.800 0.30 -0.09 -0.07
```
Forces are in eV/Å.